# C39H71Br2IN2O28PS6

C39H71Br2IN2O28PS6 as an isolated structure at a distorted geometry (ωB97M-V/def2-TZVPD, OMol25).

The geometry in XYZ format:
```
150
C39H71Br2IN2O28PS6, DFT ωB97M-V/def2-TZVPD
H 0.3419 -0.8029 2.2930
H 1.4208 -1.8811 0.4531
H -3.5951 6.1291 0.2050
H -0.4613 0.3880 -2.0744
H 0.6094 1.9502 -3.1457
O 6.9739 -0.3952 -0.1751
O 7.2470 3.0462 0.1984
H -2.5012 1.7658 0.0302
H -3.2507 -0.0975 -2.5443
H -2.5191 -3.9597 1.0149
C -2.2214 -2.3088 -1.9894
H -2.0228 3.6744 1.0633
O 2.9906 0.0522 -0.4740
O -1.4834 -3.0706 -9.2516
C 3.5656 -0.9822 -3.0158
H -1.6697 6.0243 3.1202
H -0.6777 -3.9211 2.6795
H 1.2715 -4.9029 -3.9651
H 2.8472 3.8417 -2.4946
I -5.3789 0.2689 -0.9111
C -2.6468 2.3996 -2.1510
O -0.2750 -6.7211 -5.3635
C -4.2125 3.9148 -0.4371
S 6.8272 4.0203 -0.7845
O 2.1856 -0.4611 -2.7428
H 0.4524 8.1801 -1.6586
H 4.9875 6.6815 0.3408
H 0.9477 -5.9768 -6.8284
H 2.9245 2.5953 -1.0841
H -4.2188 -2.4721 9.8680
H 1.6675 -4.0630 -5.4904
H -1.9007 -2.0651 -4.2345
H -3.6369 2.0395 -2.7091
O -2.7683 -2.9530 -11.3355
O 8.2301 1.7591 -0.1522
O 3.8330 -2.3082 -3.1555
C -3.0006 3.8833 -1.5407
H -1.8237 2.4276 -3.0120
O -2.5229 -4.3787 10.9440
C -3.8895 -6.8250 7.9298
C 0.8806 -1.3761 -0.4875
H -2.0963 4.4600 -1.0741
C -2.9082 -6.3314 6.8700
C -2.2879 1.2575 -1.0271
H 0.4270 4.7562 2.9626
O -3.4661 -6.7298 5.6189
H -4.3366 2.9290 0.1923
H 5.9027 -0.5130 -2.9677
C -3.4597 -2.2459 10.6243
O -2.1978 -2.1544 9.9670
H -2.7689 -3.0790 12.5111
C -1.4742 5.6811 1.9964
H -3.5600 -1.8784 -0.5037
C -2.4336 -1.4238 3.0593
H -4.1676 -4.3483 -10.6866
H 0.5519 -2.2386 -1.1981
H -0.5467 3.0643 -0.4432
C 0.9885 -4.7760 -5.0150
S 8.2023 0.4567 0.4756
C 5.8222 5.9778 0.3826
C 0.9598 -6.1175 -5.7424
H -3.8547 -0.9263 1.4123
O -5.6558 -5.6342 5.1200
H -3.7075 -1.3024 11.1163
O -1.8345 -4.1790 8.5553
H -4.2775 -3.8185 11.9063
C 0.8446 2.6717 -2.2548
H 1.8019 -6.7577 -5.4689
H 5.8458 -0.0544 2.9084
H -2.8358 -5.2391 6.8783
H 6.3782 -1.7585 1.2363
H 2.1384 6.2424 2.0844
H -0.3528 8.2325 0.0952
H -2.5759 0.4048 1.7236
N -0.1877 -3.3330 1.9356
C 0.1289 7.5290 -0.7386
H 2.3753 7.3089 -0.1911
C -2.5940 4.5302 1.6681
O 9.3616 -0.4005 0.5618
C 6.1874 0.2940 1.9308
H 6.0717 5.7712 1.4288
H -2.5078 -3.4625 -1.8794
H 1.0538 2.1489 -0.0649
H -3.0090 3.9855 2.6388
Br 0.2515 4.5019 -2.8271
O -1.9663 -5.7356 -3.8125
H -5.1933 4.2885 -0.9563
S -1.4559 -2.2557 -10.6633
C -2.6811 -0.7767 1.5804
H -1.9116 -6.7623 6.9976
C -1.7595 -1.3484 0.3451
H -3.7908 -6.2833 8.8735
C 0.0853 5.1824 1.9138
S -1.3848 -5.5505 -5.1217
H -4.7807 5.1222 1.4106
H -1.6102 6.5413 1.2148
O -2.1768 -5.4240 -6.3250
C 0.1767 0.0880 1.5428
H 4.9604 0.4494 -4.3168
C 4.8829 0.0135 -3.2302
Br -3.5120 -3.0594 3.6355
O -0.2897 -2.6793 -11.4060
H -2.5446 -4.7194 -8.5634
H 1.5395 5.6313 -0.4389
H -0.4858 0.9561 1.9948
H -2.5177 -4.9570 -10.9952
O -5.1827 -6.6207 7.3651
C -3.2052 -0.0508 -1.3511
H 6.7512 6.9365 -1.3348
C 0.1585 2.1716 -0.8114
N -2.6944 -1.3866 -0.8866
H 7.6332 7.1908 0.1970
C -3.1026 -4.1232 -10.5928
C -2.6981 -3.8124 -9.1542
O -0.3523 -4.2905 -5.0577
S -5.0896 -6.8057 5.7472
C 2.0588 -0.5456 -1.2641
C -0.3882 -0.4252 0.0527
C 2.5045 2.7474 -2.1651
O -5.5052 -8.1521 5.4224
C -3.8299 5.0903 0.6894
H 2.9543 2.0227 -2.9737
O -1.7601 -0.8685 -10.3997
O 6.6432 3.7004 -2.1810
C -3.3115 -3.3974 11.6152
O 7.8148 5.3126 -0.6736
H -0.7133 6.7440 -1.0105
H 0.3021 4.3438 1.1270
C 6.0651 -0.7813 0.8545
C -0.7028 0.8043 -0.9822
P -1.3126 -3.2088 0.7322
H -3.3739 4.5425 -2.4626
C 1.3555 6.7227 -0.0021
H 0.6247 7.4802 2.0888
O -1.6010 -0.9619 4.0107
H 5.6321 1.1958 1.6517
H -3.4447 -3.1804 -8.6626
S -1.5431 -3.6450 9.8672
H 5.0489 -0.8551 0.4582
H -0.6642 -3.8781 -0.3899
C 7.0434 6.4774 -0.3848
H 4.7890 0.9365 -2.4980
O -0.2089 -3.5958 10.4185
H -3.7663 -7.8979 8.1118
H 1.2634 0.5704 1.4110
O 5.4711 4.7430 -0.2377
C 1.0662 6.4992 1.6270
C -1.3766 -1.9944 -3.1665
H -0.2341 -1.7229 -3.1648
O 7.5734 0.6259 1.9710
```

Summary:
E_LUMO	-5.0	eV
2S+1	1
net charge	+1
HOMO-LUMO gap	4.9	eV

Atom charges from the Löwdin analysis, given in e for atoms 1 to 99: atom 1 (H): 0.091, atom 2 (H): 0.146, atom 3 (H): 0.116, atom 4 (H): 0.134, atom 5 (H): 0.090, atom 6 (O): -0.198, atom 7 (O): -0.289, atom 8 (H): 0.123, atom 9 (H): 0.116, atom 10 (H): 0.009, atom 11 (C): -0.130, atom 12 (H): 0.070, atom 13 (O): -0.021, atom 14 (O): -0.203, atom 15 (C): -0.222, atom 16 (H): 0.130, atom 17 (H): -0.009, atom 18 (H): 0.133, atom 19 (H): 0.073, atom 20 (I): 0.917, atom 21 (C): -0.167, atom 22 (O): -0.181, atom 23 (C): -0.222, atom 24 (S): 0.719, atom 25 (O): -0.042, atom 26 (H): 0.084, atom 27 (H): 0.124, atom 28 (H): 0.138, atom 29 (H): 0.084, atom 30 (H): 0.133, atom 31 (H): 0.142, atom 32 (H): 0.125, atom 33 (H): 0.103, atom 34 (O): -0.192, atom 35 (O): -0.290, atom 36 (O): -0.013, atom 37 (C): -0.218, atom 38 (H): 0.110, atom 39 (O): -0.198, atom 40 (C): -0.166, atom 41 (C): -0.053, atom 42 (H): 0.060, atom 43 (C): -0.185, atom 44 (C): -0.263, atom 45 (H): 0.114, atom 46 (O): -0.206, atom 47 (H): 0.057, atom 48 (H): 0.112, atom 49 (C): -0.172, atom 50 (O): -0.189, atom 51 (H): 0.136, atom 52 (C): -0.202, atom 53 (H): 0.130, atom 54 (C): -0.600, atom 55 (H): 0.139, atom 56 (H): 0.088, atom 57 (H): 0.084, atom 58 (C): -0.167, atom 59 (S): 0.717, atom 60 (C): -0.179, atom 61 (C): -0.161, atom 62 (H): 0.089, atom 63 (O): -0.269, atom 64 (H): 0.140, atom 65 (O): -0.247, atom 66 (H): 0.139, atom 67 (C): -0.627, atom 68 (H): 0.144, atom 69 (H): 0.138, atom 70 (H): 0.101, atom 71 (H): 0.135, atom 72 (H): 0.108, atom 73 (H): 0.083, atom 74 (H): 0.141, atom 75 (N): -0.275, atom 76 (C): -0.158, atom 77 (H): 0.103, atom 78 (C): -0.203, atom 79 (O): -0.236, atom 80 (C): -0.171, atom 81 (H): 0.133, atom 82 (H): 0.148, atom 83 (H): 0.105, atom 84 (H): 0.122, atom 85 (Br): 0.706, atom 86 (O): -0.247, atom 87 (H): 0.117, atom 88 (S): 0.678, atom 89 (C): -0.137, atom 90 (H): 0.143, atom 91 (C): -0.352, atom 92 (H): 0.126, atom 93 (C): -0.199, atom 94 (S): 0.676, atom 95 (H): 0.118, atom 96 (H): 0.087, atom 97 (O): -0.234, atom 98 (C): -0.050, atom 99 (H): 0.111